# 1
# C25H29NO2PRuS6

C25H29NO2PRuS6 as an isolated structure (ωB97M-V with the def2-TZVPD basis set, the Open Molecules 2025 dataset).

```
65
Properties=species:S:1:pos:R:3:forces:R:3
Ru 11.301 15.095 10.745 0.56 0.47 -0.24
S 11.801 17.355 10.647 -0.96 -0.04 0.40
C 10.730 17.958 11.956 0.97 0.16 0.21
C 10.411 19.320 12.000 0.32 -1.11 0.54
C 9.831 19.815 13.144 -0.79 1.13 1.14
C 9.477 19.010 14.243 -0.39 -0.56 0.29
C 9.784 17.634 14.199 0.60 2.40 -1.94
C 10.445 17.167 13.061 -0.16 0.32 0.53
S 10.921 15.465 13.126 0.56 -0.55 -0.16
C 9.275 14.718 13.117 -1.40 2.33 0.10
C 8.479 15.599 12.176 0.25 0.39 0.81
C 7.378 16.335 12.558 -1.08 0.47 0.96
C 6.867 17.287 11.715 0.91 -0.37 -3.11
C 7.399 17.357 10.371 -0.78 0.84 1.43
C 8.472 16.543 10.077 -0.15 0.03 -0.93
C 9.027 16.348 8.688 -1.69 0.36 -1.60
S 9.901 14.727 8.558 -0.07 0.51 -0.47
C 11.123 15.077 7.291 0.05 -0.15 0.19
C 10.717 15.141 5.954 -3.03 -0.25 2.01
C 11.582 15.415 4.954 -0.02 0.61 -0.92
C 12.851 15.813 5.287 2.22 -0.01 -0.45
C 13.344 15.707 6.593 -1.38 -0.33 0.26
C 12.477 15.232 7.629 0.21 1.11 -0.30
S 13.079 15.136 9.296 -0.03 -0.58 -1.18
N 9.045 15.799 10.999 -0.03 -1.55 0.29
H 10.733 19.922 11.184 -0.02 0.61 -0.42
H 9.630 20.898 13.277 0.16 -0.82 -0.45
H 8.923 19.480 15.097 0.77 -0.64 -0.83
H 9.595 16.902 14.909 -0.57 -0.68 1.74
H 8.829 14.736 14.109 0.12 -0.20 0.05
H 9.243 13.777 12.671 0.61 -1.93 -0.30
H 6.875 16.306 13.533 0.65 -0.61 -0.25
H 6.008 17.863 11.979 -0.23 0.44 0.21
H 7.035 18.100 9.635 0.07 -0.77 0.53
H 9.709 17.117 8.389 0.62 0.50 0.08
H 8.146 16.457 7.933 1.47 -0.63 1.23
H 9.594 15.093 5.831 1.47 -0.33 -0.37
H 11.246 15.463 3.929 -0.01 -0.01 -0.03
H 13.496 16.159 4.443 -0.36 -0.24 1.09
H 14.309 16.069 6.877 0.56 -0.09 -0.11
C 11.947 9.177 12.126 -0.74 -0.65 -0.54
C 10.938 9.461 11.050 -0.01 -0.46 -1.51
C 10.537 8.252 10.218 0.51 -0.11 1.36
O 11.540 10.317 10.045 1.04 0.30 0.00
P 10.962 11.750 9.844 -2.08 0.50 -0.13
S 8.920 11.718 9.741 2.03 0.24 0.09
S 11.571 12.883 11.507 0.03 -0.10 -0.68
O 11.811 12.264 8.606 -0.74 -0.39 0.03
C 11.798 11.600 7.246 0.67 0.31 -0.02
C 10.744 10.532 7.002 0.30 -0.53 0.54
C 13.272 11.165 7.063 -1.37 -1.98 -0.15
H 11.383 8.652 12.901 0.39 0.34 0.41
H 12.437 10.098 12.427 0.08 -0.20 0.40
H 12.633 8.442 11.698 0.38 0.30 0.25
H 10.040 10.000 11.328 -0.20 -0.22 0.78
H 11.395 7.796 9.724 0.14 0.36 -0.24
H 9.780 8.568 9.522 -0.43 -0.34 -0.23
H 10.239 7.503 10.938 -0.80 -0.40 -0.11
H 11.520 12.461 6.636 0.37 -0.12 -0.25
H 10.822 9.671 7.692 0.31 0.32 -0.47
H 10.862 10.181 5.960 -0.14 0.20 0.49
H 9.752 10.928 7.188 -0.18 0.15 -0.36
H 13.421 10.202 7.630 -0.04 1.12 -0.17
H 13.882 11.945 7.445 0.81 0.50 0.19
H 13.541 10.875 6.029 -0.34 0.59 0.33
```
Forces are in eV/Å.

Its multiplicity is 5. Its net charge is +1. For the molar mass, the calculation gives 699.96 g/mol. The frontier orbital gap (alpha / beta) comes out at 7.26 / 5.11 eV.


# 2
# C25H30Br54NO9PS

C25H30Br54NO9PS as an isolated structure (ωB97M-V with the def2-TZVPD basis set, the Open Molecules 2025 dataset).

```
121
Properties=species:S:1:pos:R:3:forces:R:3
N 0.557 5.569 2.409 0.27 -0.84 0.29
C 1.111 4.469 2.751 -0.18 1.42 -0.34
C 0.284 3.259 2.968 -0.03 0.06 -0.09
C 0.150 2.515 1.638 -0.70 0.87 0.48
O -1.283 2.379 1.341 0.21 0.58 -0.33
S -1.867 1.111 2.036 -0.76 -0.41 0.34
O -2.559 0.372 1.030 0.07 -0.15 0.24
O -2.526 1.395 3.264 0.14 0.02 -0.26
O -0.453 0.462 2.393 -0.02 -0.29 -0.16
C 0.583 1.084 1.573 0.21 -0.78 -0.11
C 0.474 0.478 0.169 0.75 0.24 0.11
C 1.651 0.678 -0.769 0.07 -0.30 -0.20
C 1.917 2.112 -1.035 2.03 1.83 1.18
O 2.638 2.866 -0.355 -2.18 -1.63 -1.86
O 1.229 2.511 -2.129 -0.11 -0.10 0.73
P 2.120 0.615 2.497 -0.30 0.27 1.09
O 2.185 1.206 3.831 0.08 -0.09 -0.18
O 2.034 -0.969 2.499 0.19 -0.21 -0.18
O 3.372 0.956 1.624 0.26 0.33 -0.09
H 1.263 6.286 2.244 -0.07 -0.06 0.01
H 2.188 4.378 2.819 0.40 -0.15 0.11
H 0.657 2.643 3.766 0.19 -0.27 0.17
H -0.699 3.597 3.231 -0.59 0.21 0.12
H 0.539 3.143 0.859 0.12 0.02 -0.53
H -0.397 0.842 -0.347 -0.61 0.13 0.07
H 0.354 -0.587 0.267 -0.25 -0.36 0.09
H 1.359 0.231 -1.705 -0.11 -0.24 -0.43
H 2.514 0.130 -0.436 0.27 0.35 0.03
H 1.111 3.460 -2.045 0.25 0.61 -0.33
H 1.432 -1.299 1.827 -0.26 -0.41 -0.07
H 3.764 0.194 1.197 0.35 -0.23 -0.25
C -0.808 -1.239 6.146 0.22 0.22 -0.13
Br 0.515 -2.094 7.241 0.00 -0.20 0.20
Br -0.503 0.653 6.069 -0.05 0.05 0.00
Br -0.841 -2.031 4.397 -0.17 -0.16 -0.04
H -1.775 -1.396 6.593 -0.12 -0.09 0.07
C -5.311 -1.700 0.890 0.01 -0.01 0.05
Br -7.021 -1.515 1.737 -0.02 -0.07 -0.08
Br -4.582 -3.465 1.090 -0.10 -0.18 0.07
Br -5.391 -1.220 -0.973 -0.21 0.05 0.07
H -4.618 -1.031 1.379 0.05 0.18 -0.06
C -1.908 -2.418 -2.034 -0.03 0.10 0.00
Br -0.803 -3.204 -3.392 0.02 0.01 0.01
Br -1.152 -2.653 -0.278 0.00 -0.27 0.00
Br -2.281 -0.571 -2.395 0.30 0.08 -0.16
H -2.849 -2.952 -2.030 -0.04 0.00 -0.01
C 2.568 8.601 -0.067 0.03 -0.04 0.02
Br 1.121 7.606 -0.842 -0.08 0.00 -0.01
Br 2.530 10.450 -0.577 -0.03 0.01 -0.01
Br 2.618 8.398 1.847 0.11 0.18 0.00
H 3.483 8.179 -0.451 0.09 -0.02 -0.02
C -8.568 2.644 2.226 -0.04 -0.14 -0.05
Br -6.647 2.655 2.335 -0.05 -0.10 0.11
Br -9.284 4.387 1.862 -0.04 0.19 0.18
Br -9.210 1.391 0.919 -0.19 -0.15 0.03
H -8.946 2.322 3.183 -0.02 0.02 0.09
C 4.389 -2.759 -2.031 -0.07 0.10 -0.15
Br 4.696 -1.303 -3.241 -0.06 0.08 -0.03
Br 3.689 -2.127 -0.347 0.09 -0.37 0.25
Br 3.258 -4.099 -2.790 -0.09 -0.02 0.05
H 5.342 -3.217 -1.827 0.10 -0.02 0.07
C 7.059 -4.363 -5.505 -0.05 0.04 -0.10
Br 5.391 -5.260 -5.811 0.03 -0.03 -0.02
Br 7.368 -4.027 -3.635 0.10 -0.07 0.05
Br 8.535 -5.318 -6.278 -0.08 -0.08 0.09
H 7.000 -3.404 -5.996 0.01 0.09 -0.01
C -9.811 -1.283 -2.003 -0.04 -0.04 0.02
Br -11.575 -1.171 -1.244 0.03 0.09 0.01
Br -9.115 -3.066 -1.876 0.11 -0.07 -0.01
Br -9.772 -0.632 -3.811 0.02 0.02 -0.02
H -9.163 -0.643 -1.423 0.06 0.03 0.05
C -5.695 -3.722 5.485 0.02 0.00 -0.08
Br -4.414 -4.996 4.832 0.04 -0.03 0.01
Br -5.186 -1.922 5.043 0.12 0.09 0.04
Br -7.470 -4.122 4.873 -0.03 -0.02 -0.02
H -5.699 -3.799 6.560 -0.01 0.00 0.08
C 11.000 -8.433 -8.414 0.03 0.01 -0.08
Br 10.602 -7.721 -10.153 -0.03 -0.02 -0.01
Br 12.483 -9.648 -8.454 0.03 -0.02 -0.02
Br 11.297 -7.016 -7.143 0.15 -0.02 0.05
H 10.135 -8.986 -8.087 -0.07 -0.02 0.07
C -15.826 -0.625 0.213 0.00 0.04 -0.03
Br -15.549 -1.182 -1.603 0.01 -0.02 -0.04
Br -14.268 0.252 0.919 0.04 0.03 0.03
Br -17.393 0.471 0.390 -0.03 0.02 0.00
H -15.987 -1.514 0.801 -0.01 -0.07 0.05
C 10.356 -3.905 -9.187 -0.02 0.01 -0.07
Br 11.590 -4.084 -10.643 0.07 0.11 -0.04
Br 10.989 -2.640 -7.883 0.02 0.03 0.04
Br 8.590 -3.468 -9.802 -0.03 0.03 -0.01
H 10.297 -4.865 -8.696 -0.01 -0.07 0.04
C -7.313 8.253 3.057 0.04 -0.04 -0.01
Br -6.033 6.869 2.692 0.01 -0.01 -0.04
Br -6.530 10.003 2.977 0.08 0.05 0.01
Br -8.830 8.128 1.889 -0.14 0.01 -0.09
H -7.671 8.110 4.064 -0.03 -0.03 0.08
C 4.079 -0.519 7.871 0.04 -0.02 -0.12
Br 3.651 -0.114 6.051 -0.06 0.16 0.05
Br 5.581 -1.713 8.007 0.09 -0.12 0.06
Br 4.368 1.075 8.908 0.03 0.06 0.04
H 3.228 -1.026 8.297 -0.06 -0.03 0.06
C 8.859 0.586 9.423 -0.04 0.00 -0.02
Br 8.516 0.972 7.577 0.01 0.05 -0.09
Br 10.392 -0.554 9.635 0.03 -0.03 0.01
Br 9.023 2.192 10.464 0.00 0.03 0.03
H 8.004 0.046 9.798 -0.07 -0.04 0.02
C 13.513 -0.369 -9.942 -0.02 -0.04 -0.01
Br 14.958 -1.258 -9.042 0.02 -0.03 0.03
Br 13.494 1.515 -9.567 0.00 0.03 0.01
Br 13.538 -0.716 -11.830 0.02 0.02 -0.07
H 12.596 -0.785 -9.556 -0.06 -0.04 0.03
C -6.739 4.430 -0.652 0.09 0.08 -0.11
Br -4.878 4.560 -0.185 0.10 0.04 -0.11
Br -7.389 6.056 -1.448 0.03 -0.06 0.04
Br -7.083 2.900 -1.762 0.07 0.02 -0.11
H -7.286 4.289 0.268 0.05 0.06 -0.05
C -5.453 -4.746 -2.421 -0.09 -0.01 -0.01
Br -3.756 -5.616 -2.195 0.11 -0.03 0.02
Br -5.625 -3.973 -4.168 0.02 0.06 -0.01
Br -6.895 -5.947 -2.024 -0.08 -0.06 0.02
H -5.502 -3.936 -1.707 0.00 0.02 0.06
```
Forces are in eV/Å.

For the molar mass, the calculation gives 4866.37 g/mol. The frontier orbital gap comes out at 9.31 eV.